# 1
Here is C25H21MgN6O3S7 as an isolated structure from the Open Molecules 2025 dataset. Energies are from ωB97M-V/def2-TZVPD.

- HOMO level: -4.5 eV
- Lowest unoccupied orbital energy: 1.1 eV

```
! wB97M-V def2-TZVPD RIJCOSX def2/J DEFGRID3
* xyz -1 1
Mg 11.6354 10.3636 8.5967
C 16.1001 10.8500 7.2518
C 15.4104 10.2998 8.3404
N 14.4862 11.0337 8.9901
C 14.3057 12.2931 8.5688
C 15.0205 12.7991 7.5243
N 15.9481 12.0372 6.8583
C 13.1552 12.9746 9.2755
C 13.3033 14.3001 9.6816
C 12.3241 14.8660 10.5251
C 11.2467 14.0534 10.8728
C 11.1620 12.7368 10.3775
N 12.1269 12.2140 9.6136
C 10.0127 11.8676 10.6993
C 8.8901 12.2690 11.4166
N 7.8440 11.4937 11.5620
C 7.9391 10.2242 11.0341
C 9.0612 9.8035 10.4142
N 10.0518 10.6726 10.1740
C 12.4896 16.2666 11.0202
C 13.7808 16.8811 11.0640
C 13.9289 18.1286 11.6928
N 12.8383 18.7792 12.1657
C 11.6358 18.2177 12.0192
C 11.4337 17.0005 11.4362
H 16.7016 10.1429 6.5853
H 15.6561 9.2679 8.6854
H 14.8716 13.8016 7.1756
H 14.1755 14.8734 9.4267
H 10.4854 14.4478 11.5086
H 8.8225 13.2922 11.8625
H 7.0957 9.5203 11.1824
H 9.2399 8.8181 10.0144
H 14.6959 16.3898 10.7343
H 14.8983 18.6187 11.8553
H 10.7002 18.7193 12.3272
H 10.4335 16.5643 11.2716
O 16.1851 5.9804 6.2478
C 15.3360 6.6462 6.7292
S 14.4859 6.3945 8.2354
C 13.2395 7.6842 7.9732
C 13.4457 8.4738 6.9197
S 12.7024 10.0567 6.4911
S 14.6596 8.0187 5.7832
S 12.0944 8.0416 9.2777
C 10.8057 13.9473 5.9574
S 10.0863 12.3436 6.1046
C 8.4506 12.9653 6.5569
O 10.3775 11.8812 7.4987
H 10.4065 14.4540 6.7981
H 10.5792 14.5112 5.0589
H 11.8692 13.7636 6.1179
H 7.8596 13.3141 5.6533
H 8.5342 13.7328 7.2257
H 7.9041 12.1604 6.9666
C 5.8103 13.9458 9.6904
O 7.2127 14.0729 9.2022
C 8.0182 15.0698 9.7669
S 7.7063 15.6537 11.2787
S 9.3098 15.5123 8.7868
H 5.4281 13.0518 9.2234
H 5.2763 14.8069 9.2627
H 5.7723 13.8852 10.7479
*
```


# 2
Here is C25H21N5O4SeTi as an isolated structure from the Open Molecules 2025 dataset. Energies are from ωB97M-V/def2-TZVPD.

- HOMO level: -7.0 eV
- Lowest unoccupied orbital energy: -0.1 eV

```
! wB97M-V def2-TZVPD RIJCOSX def2/J DEFGRID3
* xyz 0 1
Ti 0.4237 -0.6048 0.6371
C -0.3734 1.6549 -1.7324
N 0.6495 0.6347 -1.4445
C 0.6245 -0.4629 -2.4249
C 1.5835 -1.5501 -2.0031
C 1.9852 -2.5301 -2.8895
C 2.9009 -3.4757 -2.4611
C 3.4061 -3.3900 -1.1735
C 2.9309 -2.3953 -0.3398
N 2.0238 -1.5001 -0.7376
C 1.9666 1.3177 -1.4999
C 2.3358 1.9035 -0.1718
C 2.6083 3.2441 0.0065
C 2.9778 3.6812 1.2716
C 3.0790 2.7542 2.2912
C 2.7594 1.4303 2.0237
N 2.3790 1.0104 0.8204
C -1.8085 1.3156 -1.4276
C -2.7563 2.3341 -1.4302
C -4.0774 2.0114 -1.1904
C -4.4138 0.6823 -0.9636
C -3.4016 -0.2563 -0.9765
N -2.1202 0.0516 -1.1991
H -0.3303 1.9175 -2.7967
H -0.1051 2.5446 -1.1646
H 0.9073 -0.1035 -3.4203
H -0.3842 -0.8655 -2.4768
H 1.5750 -2.5565 -3.8919
H 3.2221 -4.2653 -3.1299
H 4.1433 -4.0926 -0.8103
H 3.2474 -2.3136 0.6907
H 1.9649 2.0834 -2.2805
H 2.7237 0.5871 -1.7598
H 2.5290 3.9401 -0.8209
H 3.1818 4.7301 1.4513
H 3.3783 3.0463 3.2884
H 2.7739 0.6749 2.7981
H -2.4562 3.3616 -1.5988
H -4.8349 2.7851 -1.1770
H -5.4362 0.3857 -0.7716
H -3.6148 -1.3057 -0.7981
O -1.6620 -4.0183 0.1617
C -1.2481 -2.9365 0.5000
O -0.3330 -2.2191 -0.1016
C -1.8371 -2.1639 1.6660
C -2.7661 -2.5475 2.6056
C -3.1743 -1.5935 3.5358
C -2.6942 -0.2883 3.4776
C -1.7672 0.0071 2.5016
N -1.3522 -0.9329 1.6685
C -1.0826 1.3159 2.1660
O -1.4026 2.3726 2.6538
O -0.1799 1.1261 1.2324
H -3.1434 -3.5607 2.6090
H -3.8869 -1.8667 4.3043
H -3.0116 0.4793 4.1705
Se 1.3730 -1.5880 2.5329
*
```


# 3
Here is C25H22AuN2O6S7 as an isolated structure from the Open Molecules 2025 dataset. Energies are from ωB97M-V/def2-TZVPD.

- HOMO level: -4.9 eV
- Lowest unoccupied orbital energy: 1.4 eV

```
! wB97M-V def2-TZVPD RIJCOSX def2/J DEFGRID3
* xyz -1 1
Au -0.1732 0.3065 -2.3820
S -4.6771 5.7703 -0.9529
C -3.6620 4.5162 -1.2883
S -1.9648 4.6981 -1.5400
C -1.5890 3.0176 -1.8302
C -2.6202 2.1620 -1.7684
S -2.4865 0.4369 -1.9811
S -4.1779 2.8749 -1.4289
S 0.0671 2.5581 -2.2020
C -4.1843 0.9915 6.5437
C -3.3745 0.4762 5.3857
C -2.3734 -0.4702 5.5808
C -1.6068 -0.9270 4.5196
C -1.8469 -0.4218 3.2526
C -2.8355 0.5290 3.0309
C -3.5968 0.9673 4.0999
S -0.8679 -0.9599 1.8921
O 0.3456 -1.5362 2.4007
O -0.8015 0.1216 0.9471
N -1.7889 -2.1978 1.2910
C -1.5904 -2.5414 -0.1452
C -0.1434 -2.7293 -0.6038
C -0.1418 -2.7953 -2.1312
O -0.0026 -3.8741 -2.6855
O -0.3744 -1.7058 -2.8005
H -4.0996 0.3349 7.4088
H -5.2383 1.0785 6.2785
H -3.8378 1.9832 6.8418
H -2.1822 -0.8469 6.5783
H -0.8150 -1.6493 4.6654
H -2.9795 0.9301 2.0351
H -4.3661 1.7129 3.9375
H -2.7651 -1.9680 1.4457
H -2.0697 -1.7914 -0.7744
H -2.1190 -3.4868 -0.2695
H 0.2531 -3.6743 -0.2373
H 0.5075 -1.9236 -0.2623
O 4.7222 -1.0639 3.6878
C 4.4341 0.1645 3.1891
O 4.5631 1.1289 3.8935
C 3.9438 0.2116 1.7813
C 3.2796 1.3630 1.3677
C 2.7241 1.4343 0.1055
C 2.8229 0.3551 -0.7737
S 2.2054 0.4397 -2.4312
C 3.5193 -0.7813 -0.3717
C 4.0771 -0.8499 0.8936
H 4.4428 -1.7364 3.0552
H 3.1880 2.1869 2.0631
H 2.1860 2.3178 -0.2110
H 3.6105 -1.6137 -1.0577
H 4.6161 -1.7528 1.1616
C 2.7412 -0.3409 -7.1897
C 2.1140 -1.4093 -6.5690
C 1.2364 -1.1514 -5.5252
N 0.9763 0.0798 -5.0921
C 1.5772 1.1006 -5.6943
C 2.4655 0.9437 -6.7481
H 3.4369 -0.5063 -8.0033
H 2.3000 -2.4291 -6.8783
H 0.7216 -1.9510 -5.0027
H 1.3417 2.0854 -5.3023
H 2.9333 1.8084 -7.1996
*
```


# 4
Here is C25H22AuO2P2S3Sb as an isolated structure from the Open Molecules 2025 dataset. Energies are from ωB97M-V/def2-TZVPD.

- HOMO level (alpha / beta): -11.5 / -11.4 eV
- Lowest unoccupied orbital energy (alpha / beta): -4.5 / -4.9 eV

```
! wB97M-V def2-TZVPD RIJCOSX def2/J DEFGRID3
* xyz 1 2
Au 0.8841 -1.0724 -2.8740
O -0.8161 -0.2133 -1.9320
P -0.8853 0.8966 -0.8929
C -0.1819 0.4115 0.7113
P 1.0922 -0.8976 0.6048
O 1.8577 -0.8016 -0.6883
C 2.1142 -0.6631 2.0498
C 2.8293 0.5331 2.1600
C 3.6701 0.7412 3.2375
C 3.8046 -0.2444 4.2098
C 3.1041 -1.4350 4.1030
C 2.2597 -1.6492 3.0216
C 0.2200 -2.4506 0.7602
C 0.5377 -3.4629 -0.1397
C -0.0967 -4.6939 -0.0516
C -1.0495 -4.9130 0.9306
C -1.3727 -3.9048 1.8315
C -0.7400 -2.6768 1.7481
C 0.0114 2.3720 -1.3835
C 0.9881 2.3421 -2.3733
C 1.7062 3.4842 -2.6928
C 1.4501 4.6689 -2.0193
C 0.4719 4.7137 -1.0347
C -0.2478 3.5732 -0.7202
C -2.5926 1.3345 -0.6306
C -3.4662 1.2087 -1.7107
C -4.7920 1.5847 -1.5678
C -5.2465 2.0877 -0.3566
C -4.3806 2.2120 0.7213
C -3.0547 1.8321 0.5876
H -0.9799 0.0671 1.3711
H 0.2734 1.2950 1.1627
H 2.7471 1.2947 1.3917
H 4.2259 1.6657 3.3191
H 4.4652 -0.0813 5.0514
H 3.2161 -2.2014 4.8582
H 1.7209 -2.5841 2.9379
H 1.2802 -3.2815 -0.9047
H 0.1533 -5.4820 -0.7497
H -1.5450 -5.8727 0.9984
H -2.1154 -4.0789 2.5984
H -0.9886 -1.9079 2.4716
H 1.2014 1.4388 -2.9343
H 2.4583 3.4479 -3.4693
H 2.0070 5.5624 -2.2691
H 0.2622 5.6416 -0.5196
H -1.0242 3.6311 0.0337
H -3.1120 0.8063 -2.6509
H -5.4727 1.4817 -2.4022
H -6.2829 2.3797 -0.2489
H -4.7381 2.5995 1.6658
H -2.3898 1.9283 1.4383
S 2.0976 -4.1145 -6.5755
Sb 1.8977 -4.0492 -4.2174
S 2.7047 -1.7773 -3.9677
S -0.1410 -2.7264 -3.9981
*
```


# 5
Here is C25H22B2ClMnN9O4 as an isolated structure from the Open Molecules 2025 dataset. Energies are from ωB97M-V/def2-TZVPD.

- HOMO level (alpha / beta): -7.5 / -7.7 eV
- Lowest unoccupied orbital energy (alpha / beta): -1.0 / -2.7 eV

```
! wB97M-V def2-TZVPD RIJCOSX def2/J DEFGRID3
* xyz 0 6
Mn 0.6381 -0.3081 -0.5994
C 0.4489 -0.2127 3.7817
C 0.0936 -0.8257 2.5820
N 0.7297 -0.2406 1.5735
N 1.4866 0.7437 2.0856
C 1.3296 0.7821 3.4175
B 2.3948 1.6416 1.2155
N 3.2497 0.7446 0.2860
C 4.5741 0.8079 0.0830
C 4.9269 -0.1820 -0.8075
C 3.7244 -0.8149 -1.1163
N 2.7265 -0.2433 -0.4545
N 1.4654 2.4807 0.2931
C 1.3832 3.7874 -0.0015
C 0.4032 3.9708 -0.9533
C -0.0818 2.6912 -1.2014
N 0.5667 1.8105 -0.4505
N 3.3366 2.3728 2.1448
C 3.5965 3.6570 2.4817
C 4.5910 3.6593 3.4285
C 4.8809 2.3043 3.6290
N 4.1269 1.5506 2.8616
H 0.1155 -0.4594 4.7686
H -0.5818 -1.6412 2.4127
H 1.8455 1.4936 4.0284
H 5.1835 1.5338 0.5771
H 5.9054 -0.4070 -1.1749
H 3.5468 -1.6447 -1.7740
H 2.0146 4.5177 0.4513
H 0.0915 4.8915 -1.3979
H -0.8466 2.3648 -1.8801
H 3.0699 4.4818 2.0550
H 5.0396 4.5108 3.8950
H 5.5936 1.8555 4.2931
O -0.2894 -0.7262 -4.4839
N 0.0747 0.1052 -3.6771
O 0.8883 0.0501 -2.7470
O -2.2263 -0.1338 -1.7740
B -1.4191 -0.3578 -0.6538
O -2.2394 -0.5664 0.4509
C -3.5235 -0.4718 0.0207
C -4.6994 -0.5532 0.7367
C -5.8758 -0.3629 0.0283
C -5.8714 -0.1163 -1.3380
C -4.6898 -0.0419 -2.0616
C -3.5173 -0.2117 -1.3553
H -4.7025 -0.7524 1.7958
H -6.8153 -0.3941 0.5596
H -6.8126 0.0334 -1.8445
H -4.6843 0.1404 -3.1236
Cl -1.3138 -3.7715 1.2726
C -1.8377 -3.5988 -0.3612
C -3.1108 -4.0351 -0.6738
C -3.5737 -3.9337 -1.9737
C -2.7270 -3.4461 -2.9609
C -1.4622 -3.0107 -2.6417
C -0.9813 -3.0323 -1.3216
C 0.3080 -2.4350 -0.9970
H -3.7371 -4.4417 0.1054
H -4.5796 -4.2432 -2.2139
H -3.0655 -3.3797 -3.9830
H -0.8277 -2.6100 -3.4203
H 1.0119 -2.5467 -1.8334
H 0.7304 -2.8324 -0.0651
*
```


# 6
Here is C25H22CaN3O2PS5 as an isolated structure from the Open Molecules 2025 dataset. Energies are from ωB97M-V/def2-TZVPD.

- HOMO level: -1.1 eV
- Lowest unoccupied orbital energy: 4.4 eV

```
! wB97M-V def2-TZVPD RIJCOSX def2/J DEFGRID3
* xyz -2 1
Ca 0.1286 -0.1473 -0.2999
O 2.2945 -0.2317 0.0278
C 1.9141 -1.1110 0.8130
C 2.3149 -1.4788 2.1116
C 3.2489 -2.5124 2.3857
C 3.3336 -3.0673 3.6361
C 2.5121 -2.6324 4.6792
C 1.5552 -1.6585 4.4267
C 1.4268 -1.1013 3.1693
P 0.2300 0.1552 2.5751
C -1.1692 -0.1079 3.7097
C -1.5691 -1.4316 3.9054
C -2.6759 -1.7255 4.6781
C -3.4285 -0.7022 5.2336
C -3.0704 0.6165 5.0038
C -1.9497 0.9137 4.2476
C 1.1699 1.5647 3.2543
C 2.0786 2.1880 2.4024
C 2.8488 3.2425 2.8478
C 2.7271 3.6898 4.1547
C 1.8411 3.0611 5.0143
C 1.0753 1.9962 4.5745
H 3.8823 -2.8661 1.5808
H 4.0561 -3.8559 3.8235
H 2.6107 -3.0641 5.6663
H 0.8938 -1.3394 5.2252
H -0.9940 -2.2287 3.4477
H -2.9637 -2.7562 4.8434
H -4.2987 -0.9339 5.8360
H -3.6763 1.4162 5.4109
H -1.6870 1.9444 4.0604
H 2.1544 1.8434 1.3767
H 3.5396 3.7305 2.1728
H 3.3115 4.5339 4.4963
H 1.7440 3.4107 6.0348
H 0.3947 1.5048 5.2576
S -1.1652 -2.4822 -0.9341
S -0.3790 -2.5684 -2.7999
S -0.9707 -0.9513 -3.9630
S 0.1298 0.6843 -3.4795
N -0.8947 2.0493 1.6254
C -1.3796 3.1032 1.7611
N -1.8020 4.2515 2.0520
C -2.6479 5.0862 1.5921
N -3.3825 5.9281 1.2776
O -1.4565 0.8955 -0.9432
S -2.0537 1.3930 -2.1988
C -3.7013 1.9906 -1.5232
C -3.8953 3.4166 -1.9819
C -2.5314 4.0805 -1.8118
C -1.5004 3.1445 -2.4184
H -3.6033 1.9240 -0.4420
H -4.4778 1.3107 -1.8686
H -4.6553 3.9391 -1.3943
H -4.1927 3.4347 -3.0354
H -2.3329 4.2099 -0.7466
H -2.5013 5.0702 -2.2777
H -0.5181 3.2187 -1.9530
H -1.3940 3.2767 -3.4966
*
```


Asked for ΔE to the lowest compared entry with this formula, charge and spin across the records above, the calculation gives 0.1383; 0.3935; 0.0000; 0.4113; 4.1684; 2.6471 eV in order.